(1)
C5H10LuMgO3 | ωB97M-V with the def2-TZVPD basis set

ORCA input file:
```
! wB97M-V def2-TZVPD RIJCOSX def2/J DEFGRID3
* xyz 1 1
H -2.445 1.858 0.993
C -1.402 1.528 1.103
Mg 2.576 2.348 0.368
H -2.348 1.350 -1.327
H 3.484 -1.058 -0.493
Lu 0.065 -1.361 0.401
H -0.656 0.117 -2.503
C 2.298 -1.672 1.231
O -0.760 -1.614 -1.414
O 3.203 0.455 0.838
H -2.177 -0.798 -2.705
H -1.190 1.084 2.082
H -0.723 2.381 0.960
C -2.070 0.367 -0.920
H 2.158 -1.433 2.293
C 3.025 -0.741 0.462
C -1.400 -0.512 -1.972
H -2.972 -0.108 -0.501
H 2.453 -2.724 0.967
O -1.117 0.532 0.136
*
```

## Properties
relative energy (zero: lowest compared OMol25 entry of this formula, charge and spin) = 0.000 eV
orbital gap (alpha / beta) = 3.7 / 3.7 eV
highest occupied orbital energy (alpha / beta) = -8.98 / -8.97 eV

Mulliken population analysis, charges in e, atoms 1 to 4: H 0.3651; C -0.6661; Mg 0.1587; H 0.4299

---

(2)
C48H63N5O3PSTl | ωB97M-V with the def2-TZVPD basis set

ORCA input file:
```
! wB97M-V def2-TZVPD RIJCOSX def2/J DEFGRID3
* xyz 0 1
H 1.018 -0.346 6.703
H 2.144 3.194 -0.662
H -3.701 0.686 3.154
H -0.392 -1.310 3.586
H -1.432 -2.832 -2.289
C 1.172 2.537 -3.178
C -2.736 -3.638 0.943
C -0.788 -3.235 -3.066
C 4.449 -4.784 0.595
C -1.715 4.879 -0.913
H -5.446 0.643 2.837
H 3.468 2.662 -1.692
C -3.388 5.033 0.900
H 2.025 2.715 -3.828
H -0.058 3.587 -0.397
O 3.069 -1.425 2.966
H 0.680 1.577 -1.336
C 1.549 1.640 -1.997
C 2.080 1.738 5.746
H -1.934 -5.064 -3.195
H -0.125 5.087 0.539
C 1.507 -2.968 -3.822
H 0.378 -4.527 0.016
H 1.569 3.888 4.136
C -0.274 4.654 -0.452
H 2.411 0.175 4.455
C 2.430 -0.821 -1.573
H -3.621 -4.054 1.406
H -3.610 -1.716 0.618
H 0.828 3.501 -2.809
C -4.469 0.323 2.474
C -0.899 -4.762 -3.031
H -2.395 -2.876 -4.478
C 1.776 0.144 -2.507
H 0.098 2.452 6.223
H -0.572 -5.151 -2.069
C -0.457 -2.573 -0.279
C 2.609 2.323 -1.126
N -2.123 1.931 -0.681
H -1.128 -1.642 -4.505
C 2.926 -4.206 -1.172
C 0.856 -0.396 5.618
N 1.631 0.628 4.918
C 1.030 2.855 5.823
H 0.422 5.133 -1.142
H -1.330 5.156 -3.023
H -1.020 0.689 5.625
H 4.160 -3.714 2.441
C -3.854 2.304 1.006
N -0.736 0.113 -2.635
O 1.462 -0.895 1.235
H 2.313 1.419 6.773
C 2.281 -3.251 -0.383
H 1.180 -1.376 5.267
H -2.967 4.608 -2.656
C 4.715 0.938 -2.791
H 2.573 -4.380 -2.178
C -5.445 0.569 0.188
C 2.772 -3.108 0.948
C -4.518 3.175 1.860
H -3.355 0.273 0.645
C -2.007 0.459 -2.616
C 2.626 0.057 -3.845
H 5.703 0.012 -1.157
C 3.727 -0.704 -1.109
C -1.585 -1.787 -0.084
C 2.889 -2.533 -3.974
Tl 0.423 1.310 2.393
H -4.816 5.202 2.495
C -2.639 1.335 -1.718
H -0.845 -3.215 -5.248
C 3.765 1.032 -3.751
H -5.240 2.788 2.566
H -1.617 3.473 -2.576
H 2.944 1.663 -0.329
N 0.762 3.387 4.489
H -1.914 5.953 -0.848
C -0.484 -3.893 0.161
H -3.233 6.103 0.837
H -1.590 -5.445 1.126
S 2.035 -1.964 2.108
H 4.468 -5.672 -1.347
H 4.011 -1.336 -0.276
C 0.652 -2.791 -2.811
H -1.584 -0.753 -0.408
H 1.389 3.624 6.520
H -1.877 -0.646 3.743
C -2.684 4.200 0.037
C -2.720 -2.324 0.503
C -4.204 0.828 1.052
P 1.103 -2.002 -1.168
H 0.369 2.093 -3.767
C 3.331 -1.285 -4.038
H 2.990 2.157 5.309
H -3.674 1.547 -2.001
C 3.988 -4.954 -0.695
C 3.827 -3.871 1.424
H 3.890 1.761 -4.541
H 1.993 0.271 -4.711
H -5.261 0.813 -0.856
C -1.917 4.497 -2.382
C -4.291 4.537 1.822
H -0.034 4.014 4.484
O 1.012 -2.701 2.827
C -1.605 -4.419 0.783
H -1.155 -1.052 5.939
H 3.599 -3.323 -4.208
C 4.742 0.074 -1.655
C -2.899 2.807 0.094
C 0.345 -0.379 -2.332
H -2.601 0.106 -3.452
H -4.464 -0.768 2.495
H -0.275 -5.209 -3.806
H -6.276 1.184 0.536
H -5.741 -0.481 0.242
H 5.289 -5.364 0.952
N -0.893 -0.478 3.900
H 4.387 -1.171 -4.248
H 5.582 1.583 -2.899
C -1.319 -2.709 -4.407
H 1.153 -3.522 -4.691
C -0.640 -0.294 5.335
*
```

## Properties
relative energy (zero: lowest compared OMol25 entry of this formula, charge and spin) = 0.000 eV
orbital gap (alpha / beta) = 6.7 / 5.2 eV
highest occupied orbital energy (alpha / beta) = -6.77 / -5.94 eV

Mulliken population analysis, charges in e, atoms 1 to 4: H 0.3278; H 0.5236; H 0.4249; H -0.0079

---

(3)
C3H7N | ωB97M-V with the def2-TZVPD basis set

ORCA input file:
```
! wB97M-V def2-TZVPD RIJCOSX def2/J DEFGRID3
* xyz 0 1
H -1.951 1.010 0.592
H -1.069 1.113 -1.010
H 2.029 -0.820 0.340
C 1.311 -0.052 -0.092
H 1.741 0.975 0.097
C -0.054 -0.122 0.567
H -0.033 -0.191 1.672
N -1.168 -0.914 0.003
C -1.193 0.566 -0.074
H 1.232 -0.246 -1.210
H -0.844 -1.319 -0.885
*
```

## Properties
relative energy (zero: lowest compared OMol25 entry of this formula, charge and spin) = 0.851 eV
SMILES = C[C@H]1CN1
orbital gap = 10.7 eV
highest occupied orbital energy = -9.49 eV

Mulliken population analysis, charges in e, atoms 1 to 4: H 0.2363; H 0.2339; H 0.2826; C -0.9972

---

(4)
C13H33N4O4 | ωB97M-V with the def2-TZVPD basis set

ORCA input file:
```
! wB97M-V def2-TZVPD RIJCOSX def2/J DEFGRID3
* xyz 1 1
H 1.176 3.464 -2.207
C -0.870 -1.218 3.135
C -0.585 -0.686 0.537
H -2.120 1.871 -1.136
H -0.454 -1.844 0.427
H 1.546 4.778 -1.060
H -0.587 -0.504 4.049
C -1.194 -4.534 0.505
C -1.376 -0.234 1.926
H -0.336 -4.013 -0.126
C -1.280 -4.044 2.066
H -1.585 1.676 2.888
H 0.154 -1.726 2.821
H 7.049 1.239 -4.484
C 1.151 4.545 -2.051
N -0.801 3.158 0.534
H -0.892 -5.688 0.536
H -2.180 -0.902 -1.117
H -2.948 -1.656 4.080
H 4.200 2.237 -2.572
H -0.548 0.095 -1.608
H -0.509 4.785 -3.024
C -1.995 -2.263 3.705
C -4.606 -4.108 1.494
H 7.630 2.822 -5.086
O 3.269 2.285 -2.297
H -3.126 -2.536 0.730
C -1.388 -0.076 -0.782
H -2.199 -4.484 -0.093
N -2.058 1.201 -0.318
C -1.284 1.893 0.792
H 2.065 1.406 -0.890
H 0.515 -0.231 0.596
H 0.205 3.360 0.796
H -1.418 3.861 0.071
H 1.757 5.048 -2.809
H 7.419 2.552 -3.336
H -4.154 -2.019 2.286
H 5.363 2.559 -5.300
C -3.504 -2.884 1.781
H 3.349 0.366 -1.560
H -2.541 -0.265 1.829
C 7.024 2.320 -4.328
C 3.105 1.376 -1.224
O -0.186 5.004 -2.133
O -0.208 -4.353 2.847
H -4.946 -4.489 2.560
H -5.487 -3.659 0.856
O 5.687 2.779 -4.410
N -0.973 1.236 2.152
H 3.759 1.665 -0.398
H -4.071 -5.014 0.933
N -2.431 -3.339 2.740
H -1.583 -2.811 4.676
*
```

## Properties
relative energy (zero: lowest compared OMol25 entry of this formula, charge and spin) = 2.651 eV
orbital gap = 7.2 eV
highest occupied orbital energy = -11.81 eV

Mulliken population analysis, charges in e, atoms 1 to 4: H 0.1339; C -0.8058; C -0.4666; H 0.3474

---

(5)
C25H27N3O5SSr | ωB97M-V with the def2-TZVPD basis set

ORCA input file:
```
! wB97M-V def2-TZVPD RIJCOSX def2/J DEFGRID3
* xyz 0 1
H -4.142 2.174 1.183
H 0.721 5.426 1.756
H -3.082 0.172 -2.905
S 0.007 3.760 0.266
H 5.697 -2.963 -1.829
H 3.341 -3.954 3.328
C 2.600 -3.196 3.108
O -1.545 0.699 -1.129
H -0.404 -2.036 -3.674
C 1.866 -0.943 3.095
N -1.758 -1.839 1.438
H 1.955 2.561 -0.406
C -0.853 -2.947 1.608
H 3.776 -1.538 3.850
C 1.593 -2.357 -3.112
C -2.937 -2.195 0.956
C -2.216 -0.468 -3.051
C 1.164 -0.376 -1.116
C 1.785 3.513 0.093
C 2.847 -1.860 3.400
N -3.579 0.195 1.103
Sr -0.900 0.511 1.233
H 3.198 -0.722 -0.577
C -3.932 -1.054 0.780
C 2.426 -1.018 -1.274
H 3.320 4.952 -0.358
H 2.280 4.585 -1.716
H 1.781 -3.123 -3.851
H 1.174 -4.570 2.282
O 1.028 0.489 -0.178
C -4.467 1.173 0.919
H -1.824 -0.336 -4.059
C -1.192 -0.120 -1.993
C 2.628 -1.985 -2.227
C 2.287 4.755 -0.640
H 5.157 -1.279 -1.626
C 1.364 5.953 -0.279
H 4.599 -2.536 -0.494
O 3.800 -2.644 -2.407
C 0.450 -2.552 2.254
C -6.107 -0.333 0.094
C 1.400 -3.541 2.531
H -1.307 -3.743 2.214
H -2.525 -1.509 -2.941
C -5.192 -1.353 0.275
C 0.330 5.471 0.738
H 1.930 6.788 0.131
C -5.740 0.964 0.422
H 2.022 0.112 3.294
O -3.312 -3.335 0.639
O -0.453 3.024 1.501
H 2.159 3.446 1.118
C 0.384 -1.739 -2.995
C 0.113 -0.747 -2.024
N 0.689 -1.270 2.544
H -0.618 -3.435 0.650
H -5.405 -2.386 0.039
H 0.861 6.321 -1.172
C 4.866 -2.329 -1.533
H -6.418 1.796 0.295
H -0.598 6.038 0.729
H -7.094 -0.543 -0.299
*
```

## Properties
relative energy (zero: lowest compared OMol25 entry of this formula, charge and spin) = 0.194 eV
orbital gap = 7.6 eV
highest occupied orbital energy = -7.40 eV

Mulliken population analysis, charges in e, atoms 1 to 4: H 0.4230; H 0.2898; H 0.3453; S 0.4228

---

(6)
C8H8BF3N2OSSeTi | ωB97M-V with the def2-TZVPD basis set

ORCA input file:
```
! wB97M-V def2-TZVPD RIJCOSX def2/J DEFGRID3
* xyz 0 1
H -0.221 -4.898 -0.540
C 0.430 -2.970 -1.149
N 1.502 -1.171 1.533
H -1.457 -0.139 -0.973
H 1.407 -3.310 -1.464
C 0.091 -1.609 -1.272
O -0.531 0.125 2.042
F 3.651 0.740 0.913
Se 1.366 -0.350 -1.926
C -1.727 -3.405 -0.157
H -3.024 -1.720 0.099
C -0.451 3.135 -0.130
Ti 0.762 0.342 0.287
C -2.066 -2.077 -0.255
H 0.074 5.186 0.502
C 2.534 1.420 0.669
S 0.431 -0.925 2.538
C -1.160 -1.174 -0.831
N -0.210 1.993 -0.095
H -0.739 4.984 -1.344
C -0.478 -3.849 -0.618
H -2.422 -4.112 0.276
F 2.840 2.444 -0.124
H -1.902 4.745 0.324
B -0.796 4.657 -0.173
F 2.096 1.936 1.865
*
```

## Properties
relative energy (zero: lowest compared OMol25 entry of this formula, charge and spin) = 0.075 eV
orbital gap = 7.4 eV
highest occupied orbital energy = -9.68 eV

Mulliken population analysis, charges in e, atoms 1 to 4: H 0.3798; C -0.2921; N -0.1755; H 0.5136

---

(7)
C2H5IO | ωB97M-V with the def2-TZVPD basis set

ORCA input file:
```
! wB97M-V def2-TZVPD RIJCOSX def2/J DEFGRID3
* xyz 0 1
H 0.128 0.923 -0.131
C -1.090 -0.950 -1.108
H -1.515 -0.018 -1.447
H 1.882 1.676 1.820
C -0.029 -0.971 -0.322
I 1.151 2.939 2.417
H 0.420 -1.877 0.057
O 0.608 0.132 0.161
H -1.555 -1.854 -1.447
*
```

## Properties
relative energy (zero: lowest compared OMol25 entry of this formula, charge and spin) = 0.680 eV
SMILES = C=CO.I
orbital gap = 10.1 eV
highest occupied orbital energy = -9.29 eV

Mulliken population analysis, charges in e, atoms 1 to 4: H 0.2570; C -0.8039; H 0.2194; H 0.1165

---

(8)
C7H11N3O | ωB97M-V with the def2-TZVPD basis set

ORCA input file:
```
! wB97M-V def2-TZVPD RIJCOSX def2/J DEFGRID3
* xyz 0 1
H 2.778 -1.621 -0.827
C 2.510 -1.202 0.128
N 1.528 1.031 0.116
H 2.280 -1.960 0.876
O -2.577 -0.969 0.882
C 0.002 2.971 0.234
C 0.280 1.505 0.046
H -0.867 3.158 0.847
H -1.347 -2.179 -0.616
H -1.640 -0.761 1.046
H -0.174 3.439 -0.747
H 3.271 -0.539 0.494
C -2.058 0.588 -0.643
N 1.355 -0.381 -0.062
N -2.987 -0.157 -0.121
C -0.287 -2.124 -0.254
C -0.641 0.503 -0.314
H -0.293 -2.672 0.733
H -2.409 1.311 -1.410
C 0.076 -0.714 -0.192
H 0.334 -2.718 -0.930
H 0.866 3.491 0.713
*
```

## Properties
relative energy (zero: lowest compared OMol25 entry of this formula, charge and spin) = 2.806 eV
SMILES = Cc1nn(C)c(C)c1/C=N\O
orbital gap = 9.4 eV
highest occupied orbital energy = -8.72 eV

Mulliken population analysis, charges in e, atoms 1 to 4: H 0.3077; C -0.9167; N -0.9794; H 0.3305

---

The following max |F| values (in eV/A) correspond, in order, to the records above: 1.6 1.4 1.4 8.1 0.3 0.6 0.7 3.6.